Entry from the Open Molecules 2025 dataset: an isolated ion of composition C7H12N3 and charge +1 at a distorted geometry (ωB97M-V/def2-TZVPD).

F_max: 3.1 eV Å⁻¹
calculated total energy: -437.83212 Ha
SMILES: CN(C)N[n+]1ccccc1
energy relative to the best compared isomer or geometry (same formula, charge and spin): 104.3 kcal/mol
charge: +1
HOMO energy: -13.1 eV

CARTESIAN COORDINATES (ANGSTROEM)
1 H 2.07915 0.08871 -1.83131
2 C 1.12481 0.63637 -2.11312
3 H 1.14716 1.57864 -2.65218
4 H 1.03633 -0.79491 0.04935
5 H 1.54887 2.00210 0.38451
6 H 0.59119 -0.09135 -2.74991
7 C 0.78001 2.21437 -0.34291
8 C 0.21744 -2.18323 1.38490
9 N -1.05840 -0.51023 0.32146
10 H 1.12421 -2.77078 1.49187
11 H -2.91314 -2.40387 2.56223
12 H -1.58553 1.20357 -0.68759
13 C -2.18525 -0.94617 0.96336
14 H -3.20031 -0.61122 0.63742
15 H -0.96421 -3.68160 2.65207
16 H -0.00905 2.72040 0.25858
17 N -0.84784 0.50019 -0.84510
18 C 0.13356 -1.06719 0.56556
19 H 1.09186 2.99038 -1.07285
20 N 0.37110 1.02468 -1.00070
21 C -0.92658 -2.69806 2.00012
22 C -2.08865 -1.96505 1.94068

Cartesian forces, eV/Å:
-0.5948 1.3041 -0.4973
0.7663 -1.5598 -1.4917
1.3829 -0.2969 -0.8310
-0.2805 0.6902 -0.2008
0.6874 0.1831 0.0346
-0.0828 0.4160 0.4425
-0.3992 1.8279 1.0629
-0.3679 -0.9757 0.0541
1.4433 -0.1436 0.5526
0.1470 0.5030 -0.1992
0.3094 1.1712 -1.1411
0.5416 -0.4103 0.0620
-0.5151 0.0257 -0.0778
1.2740 0.2986 0.3111
0.5371 2.2081 -1.5143
0.0459 -0.7011 -0.5264
-2.3224 0.7422 -0.7924
-0.0384 -2.1871 1.3992
0.1582 -0.5899 0.3706
-2.3330 -0.8837 1.9178
0.5104 -1.1467 1.8182
-0.8694 -0.4753 -0.7535

Computed natural (NBO) charges, given in elementary charges:
1. H 0.202
2. C -0.424
3. H 0.220
4. H 0.255
5. H 0.210
6. H 0.237
7. C -0.442
8. C -0.210
9. N -0.159
10. H 0.255
11. H 0.270
12. H 0.371
13. C 0.050
14. H 0.259
15. H 0.266
16. H 0.220
17. N -0.232
18. C 0.045
19. H 0.224
20. N -0.276
21. C -0.120
22. C -0.219